# 1
Entry from OMol25: a 4-piece molecular cluster, C4H6F2O overall in a non-equilibrium geometry (ωB97M-V/def2-TZVPD).

The geometry in XYZ format:
```
13
Properties=species:S:1:pos:R:3
C -0.980 0.003 1.767
C 0.582 0.139 0.063
C 0.917 0.533 -1.384
C 0.279 -0.837 -1.217
H -0.190 0.411 2.998
H -0.753 -1.642 1.605
H -2.262 0.698 1.476
H 1.183 -0.082 0.950
H 2.087 0.810 -1.615
H 0.450 -1.872 -1.830
O -0.484 0.793 0.441
F 0.286 1.616 -1.649
F -1.116 -0.572 -1.606
```

Its lowest unoccupied orbital energy is -0.281 eV. Its total charge is 0. The energy above the lowest of the compared OMol25 structures with the same formula, charge and spin comes out at 244.21 kcal per mole. For the HOMO energy, the calculation gives -9.39 eV.

=====

# 2
Entry from OMol25: the molecule C4H6F2O in a non-equilibrium geometry (ωB97M-V/def2-TZVPD).

The geometry in XYZ format:
```
13
Properties=species:S:1:pos:R:3
C 0.952 1.028 -0.561
C 0.277 -0.248 -0.193
C -0.504 -0.343 1.101
C -1.204 -0.149 -0.174
H 0.500 1.821 0.069
H 2.006 0.975 -0.279
H 0.875 1.282 -1.623
H 1.130 -1.951 0.080
H -0.595 0.504 1.745
H -0.525 -1.312 1.595
O 0.807 -1.449 -0.620
F -1.774 1.036 -0.413
F -1.944 -1.193 -0.726
```

Its lowest unoccupied orbital energy is 0.779 eV. Its total charge is 0. Its SMILES is C[C@@]1(O)CC1(F)F. The energy above the lowest of the compared OMol25 structures with the same formula, charge and spin comes out at 30.73 kcal per mole. For the HOMO energy, the calculation gives -10.02 eV.

=====

# 3
Entry from OMol25: the molecule C4H6F3NS in a non-equilibrium geometry (ωB97M-V/def2-TZVPD).

The geometry in XYZ format:
```
15
Properties=species:S:1:pos:R:3
C 0.330 0.907 -0.247
C -1.154 0.545 0.093
C -0.414 -1.100 -0.292
C -2.195 1.102 -0.862
N 0.833 -0.448 -0.216
F -2.486 2.394 -0.682
F -1.721 1.018 -2.136
F -3.326 0.440 -0.721
S -0.710 -2.271 0.989
H 0.327 1.411 -1.221
H 0.972 1.439 0.583
H -1.567 0.671 1.131
H -0.882 -1.603 -1.279
H 1.395 -0.473 -1.030
H 0.136 -1.913 1.886
```

Its lowest unoccupied orbital energy is 0.877 eV. Its total charge is 0. Its SMILES is FC(F)(F)[C@@H]1CN[C@H]1S. The energy above the lowest of the compared OMol25 structures with the same formula, charge and spin comes out at 43.08 kcal per mole. For the HOMO energy, the calculation gives -9.03 eV.

=====

# 4
Entry from OMol25: C4H6F3O2Rb as an isolated structure in a non-equilibrium geometry (ωB97M-V/def2-TZVPD).

The geometry in XYZ format:
```
16
Properties=species:S:1:pos:R:3
Rb -1.434 0.285 3.821
C 0.277 -0.969 0.867
O -0.479 -0.260 -0.057
O -0.595 -1.498 1.823
C 1.341 -1.856 -0.003
F 1.939 -1.151 -0.944
F 2.309 -2.179 0.919
F 0.767 -2.961 -0.611
C -0.068 1.058 -0.434
C -1.244 1.593 -1.323
H -2.249 1.265 -1.059
H -1.167 2.670 -1.470
H -1.159 1.265 -2.359
H 0.899 1.171 -0.924
H -0.024 1.803 0.361
H 0.887 -0.235 1.393
```

Its lowest unoccupied orbital energy is -1.075 eV. Its total charge is 0. The energy above the lowest of the compared OMol25 structures with the same formula, charge and spin comes out at 29.64 kcal per mole. For the HOMO energy, the calculation gives -7.35 eV.

=====

# 5
Entry from OMol25: C4H6FGdO4 as an isolated structure in a non-equilibrium geometry (ωB97M-V/def2-TZVPD).

The geometry in XYZ format:
```
16
Properties=species:S:1:pos:R:3
C 0.284 3.434 2.767
O -0.782 2.546 2.369
H 1.248 2.956 2.568
H 0.194 4.372 2.210
H 0.142 3.593 3.838
C -0.498 1.266 2.070
O -3.918 0.770 3.083
C -3.377 -0.323 3.041
C -2.115 -0.542 2.260
O -1.719 0.744 1.802
O 0.534 0.691 2.133
F -4.186 4.395 2.144
H -3.820 -1.194 3.551
H -1.345 -0.992 2.902
H -2.298 -1.217 1.413
Gd -3.212 2.617 2.262
```

Its lowest unoccupied orbital energy (spin up / spin down) is -12.284 / -9.642 eV. Its total charge is +2. As for the multiplicity: 8. For the HOMO energy (spin up / spin down), the calculation gives -20.50 / -20.52 eV.

=====

# 6
Entry from OMol25: a 2-piece molecular cluster, C4H6FI overall in a non-equilibrium geometry (ωB97M-V/def2-TZVPD).

The geometry in XYZ format:
```
12
Properties=species:S:1:pos:R:3
C -0.080 -0.248 0.117
C -1.270 1.577 1.193
C -0.821 -0.757 -1.100
C 1.307 -0.541 0.030
F -0.555 2.503 0.610
I -0.998 1.690 3.291
H -0.373 0.022 -1.803
H -1.815 -0.576 -0.974
H -0.437 -1.720 -1.560
H 1.593 -1.159 -0.917
H 1.615 -1.196 0.964
H 1.835 0.405 0.149
```

Its lowest unoccupied orbital energy is -0.484 eV. Its total charge is 0. The energy above the lowest of the compared OMol25 structures with the same formula, charge and spin comes out at 129.33 kcal per mole. For the HOMO energy, the calculation gives -7.77 eV.

=====

| no. | E_tot (Ha) |
| --- | --- |
| 1 | -430.59469 |
| 2 | -430.93488 |
| 3 | -908.48759 |
| 4 | -630.12649 |
| 5 | -1321.86470 |
| 6 | -553.31355 |